1.
Formula: C5H9NO
Source: OMol25
Level of theory: ωB97M-V/def2-TZVPD

Computed properties:
- LUMO energy: 0.85 eV
- Total charge: 0
- SMILES string: C[C@H](C#N)CCO

XYZ file:
```
16
C5H9NO | OMol25 | ωB97M-V/def2-TZVPD
C -2.07780 -0.21992 -0.25964
C -0.55708 -0.42483 -0.26163
C -0.16849 -1.40957 0.76336
N 0.17081 -2.18184 1.55677
C 0.19118 0.90859 -0.07231
C 1.72225 0.77723 0.08951
O 2.24405 -0.38529 -0.52257
H -2.34957 0.50028 -1.03858
H -2.41599 0.17438 0.70489
H -2.61023 -1.15631 -0.45239
H -0.24384 -0.85562 -1.22023
H -0.04631 1.51609 -0.95293
H -0.22803 1.42887 0.79806
H 1.99978 0.81210 1.15177
H 2.21668 1.62567 -0.39456
H 2.15260 -1.10983 0.11048
```

2.
Formula: C16H13CeCl2FeO3P
Source: OMol25
Level of theory: ωB97M-V/def2-TZVPD

Computed properties:
- 2S+1: 7
- LUMO energy (spin up / spin down): -13.64 / -16.42 eV
- Total charge: +4

XYZ file:
```
37
C16H13CeCl2FeO3P | OMol25 | ωB97M-V/def2-TZVPD
Ce -0.37554 -0.52188 -4.34702
Fe 0.19936 -0.16181 -2.10638
Cl -0.81173 1.63888 -2.72702
Cl 1.69438 -1.57509 -2.90733
C -1.03999 -1.42159 -1.72322
C -0.13717 -0.02052 -7.19397
C 0.27951 -1.81942 -6.68482
O -1.69283 -2.13627 -1.04166
O -0.11420 0.27638 -8.32796
O 0.68525 -2.60268 -7.46401
C 2.17652 0.95597 0.41630
P 0.60997 0.09685 0.07529
C 0.67909 -1.06850 1.50309
C 0.00387 -0.83671 2.71106
C 0.24843 -1.64395 3.82878
C 1.19035 -2.66557 3.77334
C 1.86238 -2.91600 2.57485
C 1.58704 -2.14507 1.43880
C -0.63724 1.31296 0.59316
C -0.36278 2.68138 0.59177
C -1.32865 3.57960 1.04196
C -2.58329 3.11569 1.44388
C -2.89591 1.75314 1.33743
C -1.92879 0.85632 0.88452
H 2.98653 0.21474 0.41314
H 2.07763 1.39444 1.42253
H 2.33777 1.70777 -0.36578
H -0.66410 0.00993 2.82082
H -0.29695 -1.44078 4.75468
H 1.38593 -3.25529 4.66710
H 2.61969 -3.69798 2.55743
H 2.13680 -2.33411 0.51211
H 0.60249 3.04063 0.24248
H -1.09273 4.64193 1.06491
H -3.32406 3.80941 1.83289
H -3.88871 1.37750 1.60413
H -2.18833 -0.20031 0.78269
```

3.
Formula: C44H39FGeIrN2PS4
Source: OMol25
Level of theory: ωB97M-V/def2-TZVPD

Computed properties:
- 2S+1: 2
- LUMO energy (spin up / spin down): -5.10 / -5.07 eV
- Total charge: +1

XYZ file:
```
93
C44H39FGeIrN2PS4 | OMol25 | ωB97M-V/def2-TZVPD
Ir 1.13063 -0.38774 0.74337
C -2.07855 -1.83891 1.95429
C -1.13544 -1.18078 2.89644
N -0.04610 -0.52779 2.57323
C 0.52187 0.11289 3.66164
C -0.12386 -0.09651 4.83195
S -1.49286 -1.07888 4.56648
C 1.71411 0.90351 3.39813
C 2.46546 1.62790 4.26179
S 3.80569 2.29354 3.43792
C 3.28994 1.58682 1.97199
N 2.18514 0.89682 2.09993
C 4.07289 1.73855 0.71725
H -1.60160 -2.01288 0.99368
H -2.94158 -1.18855 1.79712
H -2.43568 -2.78571 2.36000
H 0.12346 0.27997 5.81016
H 2.29519 1.79491 5.31180
H 4.90428 2.42553 0.86392
H 3.44231 2.12332 -0.08193
H 4.46878 0.76480 0.41744
S 0.32399 -2.00973 -0.74515
P 1.22828 -3.39763 0.46011
S 2.43518 -2.23838 1.62104
C 2.15436 -4.59344 -0.50130
C 2.97439 -4.12101 -1.52679
C 3.71772 -5.01424 -2.27664
C 3.64332 -6.37589 -2.00660
C 2.83199 -6.84601 -0.98562
C 2.08231 -5.95679 -0.22925
C 0.01917 -4.31425 1.43159
C 0.12544 -4.40488 2.81445
C -0.84572 -5.08893 3.53453
C -1.91386 -5.67765 2.87337
C -2.01581 -5.59230 1.48822
C -1.05352 -4.90840 0.76583
H 3.02557 -3.05853 -1.72999
H 4.35389 -4.65245 -3.07308
H 4.22163 -7.07316 -2.59820
H 2.77956 -7.90583 -0.77636
H 1.44924 -6.32569 0.56736
H 0.95891 -3.93743 3.32447
H -0.76357 -5.16471 4.61079
H -2.66984 -6.20946 3.43618
H -2.84722 -6.05593 0.97448
H -1.13778 -4.83216 -0.31221
C 3.03889 0.28691 -2.29966
Ge 1.36955 0.87643 -1.42476
C 1.46835 2.83424 -1.22972
C 1.50679 3.50455 -0.00987
C 1.53336 4.89222 0.04568
C 1.51358 5.63177 -1.12784
C 1.47482 4.97883 -2.35224
C 1.45437 3.59264 -2.40054
C -0.03568 0.49165 -2.75793
C 0.23019 -0.48925 -3.68273
C -0.67418 -0.81605 -4.71482
C -1.85197 -0.13900 -4.82339
C -2.17642 0.88878 -3.90454
C -3.38889 1.61071 -4.02724
C -3.69878 2.61351 -3.15430
C -2.80838 2.93039 -2.10834
C -1.63749 2.24132 -1.96040
C -1.27281 1.20398 -2.85543
H 3.11503 0.79607 -3.26209
H 3.02414 -0.78787 -2.47762
H 3.92420 0.52169 -1.71166
H 1.51422 2.94067 0.91550
H 1.56848 5.39623 1.00431
H 1.52807 6.71320 -1.08981
H 1.45709 5.55047 -3.27110
H 1.40860 3.09853 -3.36576
H 1.16034 -1.04247 -3.63981
H -0.42091 -1.59869 -5.41825
H -2.55319 -0.36859 -5.61679
H -4.06363 1.35315 -4.83496
H -4.62072 3.16967 -3.26291
H -3.05539 3.72971 -1.41843
H -0.96981 2.50153 -1.15030
F -5.59075 5.87528 0.86102
C -4.64365 4.94390 1.03416
C -3.31583 5.33974 1.07154
C -2.34461 4.37980 1.25448
C -2.68024 3.01024 1.39715
C -1.68586 2.03571 1.55410
C -4.05216 2.66225 1.34239
C -5.02744 3.61807 1.16512
H -3.06976 6.38588 0.95012
H -1.30044 4.66629 1.26880
H -0.64183 2.30946 1.61476
H -1.94073 0.98835 1.59976
H -4.33298 1.61957 1.42766
H -6.07726 3.36259 1.11886
```